An isolated ion of composition C5H13N2 and charge +1, computed with ωB97M-V/def2-TZVPD.

* Kohn-Sham gap: 8.178 eV
* charge: +1

Each atom is followed by the atoms it is bonded to, with distances in Å.
Geometry (Å):
1 C 0.592 1.254 -1.797  C2 1.535, N7 1.531, H8 1.085, H9 1.087
2 C -0.441 0.127 -1.930  C1 1.535, C3 1.515, H10 1.089, H11 1.102
3 C -0.838 -0.485 -0.602  C2 1.515, C4 1.368, H12 1.101
4 C -0.047 -0.776 0.476  C3 1.368, N5 1.360, H13 1.104
5 N -0.538 -0.942 1.732  C4 1.360, C6 1.471, H14 1.010
6 C 0.261 -1.652 2.742  N5 1.471, H15 1.091, H16 1.090, H17 1.086
7 N 0.296 2.122 -0.571  C1 1.531, H18 1.038, H19 1.018, H20 1.019
8 H 1.572 0.803 -1.682  C1 1.085
9 H 0.562 1.866 -2.695  C1 1.087
10 H -1.341 0.315 -2.513  C2 1.089
11 H -0.016 -0.652 -2.584  C2 1.102
12 H -1.669 -1.190 -0.756  C3 1.101
13 H 1.004 -1.115 0.497  C4 1.104
14 H -1.544 -0.873 1.781  N5 1.010
15 H 0.204 -2.720 2.525  C6 1.091
16 H 1.300 -1.378 2.560  C6 1.090
17 H -0.054 -1.400 3.751  C6 1.086
18 H 0.087 1.393 0.138  N7 1.038
19 H -0.534 2.682 -0.758  N7 1.018
20 H 1.144 2.624 -0.314  N7 1.019

A 3-piece molecular cluster, C5H5NO overall, computed with ωB97M-V/def2-TZVPD.

* Kohn-Sham gap (spin up / spin down): 8.483 / 8.484 eV

Each atom is followed by the atoms it is bonded to, with distances in Å.
Geometry (Å):
1 O -1.439 -1.699 1.185  C2 1.159
2 C -1.098 -0.665 0.788  O1 1.159, C3 1.416
3 C -0.268 0.481 0.719  C2 1.416, C4 1.526, C5 1.537, H9 1.092
4 C 1.198 0.809 0.449  C3 1.526, C5 1.505, H10 1.089, H11 1.087
5 C 0.320 0.380 -0.696  C3 1.537, C4 1.505, C6 1.451
6 C 0.708 -0.946 -1.138  C5 1.451, N7 1.160
7 N 1.018 -1.979 -1.566  C6 1.160
8 H -1.829 -0.134 -0.716  no bonds
9 H -0.893 1.375 0.763  C3 1.092
10 H 2.024 0.160 0.735  C4 1.089
11 H 1.359 1.864 0.655  C4 1.087
12 H -1.100 0.353 -1.178  no bonds

A 11-piece molecular cluster, C36H80ClF9IN3O16S overall, computed with ωB97M-V/def2-TZVPD.

* Kohn-Sham gap: 5.821 eV

Each atom is followed by the atoms it is bonded to, with distances in Å.
Geometry (Å):
1 C 1.546 2.120 0.471  C2 1.392, H48 1.095, H49 1.084
2 C 0.550 1.169 0.271  C1 1.392, N3 1.489, H50 1.087
3 N 0.278 0.223 -0.846  C2 1.489, C4 1.519, C8 1.528, C36 1.534
4 C -1.156 0.503 -1.258  N3 1.519, C5 1.552, H51 1.092, H52 1.091
5 C -1.817 1.748 -0.610  C4 1.552, O6 1.191, Cl7 1.804
6 O -1.831 2.837 -1.093  C5 1.191
7 Cl -2.713 1.522 0.939  C5 1.804
8 C 1.137 0.476 -2.084  N3 1.528, I9 2.116, C10 1.541, H53 1.091
9 I 1.162 2.476 -2.775  C8 2.116
10 C 2.468 -0.291 -2.203  C8 1.541, C11 1.536, C15 1.596, O18 1.432
11 C 3.745 0.364 -1.657  C10 1.536, C12 1.543, H54 1.092, H55 1.098
12 C 4.565 1.245 -2.621  C11 1.543, C13 1.540, H56 1.090, H57 1.088
13 C 5.304 2.283 -1.755  C12 1.540, N14 1.472, H58 1.106, H59 1.091
14 N 6.200 1.612 -0.799  C13 1.472, H60 1.012, H61 1.010
15 C 2.733 -0.494 -3.764  C10 1.596, O16 1.261, O17 1.227
16 O 2.130 0.232 -4.601  C15 1.261
17 O 3.540 -1.381 -4.024  C15 1.227
18 O 2.425 -1.634 -1.709  C10 1.432, C19 1.394
19 C 1.157 -2.106 -1.375  O18 1.394, C20 1.556, C36 1.562, H62 1.089
20 C 0.208 -2.426 -2.567  C19 1.556, C21 1.530, H63 1.095, H64 1.096
21 C -0.284 -3.873 -2.626  C20 1.530, C22 1.558, H65 1.092, H66 1.091
22 C -1.375 -3.960 -3.737  C21 1.558, C23 1.539, H67 1.089, H68 1.090
23 C -2.611 -4.773 -3.313  C22 1.539, C24 1.557, H69 1.088, H70 1.089
24 C -3.732 -3.887 -2.695  C23 1.557, F25 1.352, F26 1.341, C27 1.551
25 F -3.136 -2.810 -2.136  C24 1.352
26 F -4.336 -4.638 -1.762  C24 1.341
27 C -4.716 -3.503 -3.831  C24 1.551, F28 1.326, F29 1.332, S30 1.896
28 F -4.055 -3.198 -4.939  C27 1.326
29 F -5.449 -4.583 -4.095  C27 1.332
30 S -5.894 -2.071 -3.435  C27 1.896, F31 1.581, F32 1.576, F33 1.593, F34 1.595, F35 1.582
31 F -7.167 -3.007 -3.490  S30 1.581
32 F -5.779 -2.317 -1.883  S30 1.576
33 F -4.677 -1.043 -3.444  S30 1.593
34 F -6.083 -1.789 -4.994  S30 1.595
35 F -6.846 -0.844 -3.133  S30 1.582
36 C 0.560 -1.173 -0.273  N3 1.534, C19 1.562, C37 1.554, C40 1.541
37 C 1.621 -1.126 0.861  C36 1.554, C38 1.532, H71 1.090, H72 1.089
38 C 2.229 -2.468 1.280  C37 1.532, N39 1.485, H73 1.093, H74 1.092
39 N 3.158 -2.168 2.399  C38 1.485, H75 1.015, H76 1.017
40 C -0.638 -1.973 0.275  C36 1.541, C41 1.541, H77 1.092, H78 1.090
41 C -1.324 -1.553 1.589  C40 1.541, C42 1.552, H79 1.086, H80 1.093
42 C -0.846 -2.323 2.849  C41 1.552, C43 1.543, H81 1.092, H82 1.088
43 C -1.909 -2.159 3.956  C42 1.543, O44 1.436, H83 1.093, H84 1.093
44 O -2.674 -0.958 3.763  C43 1.436, C45 1.371
45 C -3.301 -0.525 4.902  O44 1.371, C46 1.520, O47 1.206
46 C -2.783 0.796 5.446  C45 1.520, H85 1.090, H86 1.089, H87 1.096
47 O -4.203 -1.119 5.439  C45 1.206
48 H 2.434 1.867 1.060  C1 1.095
49 H 1.486 3.133 0.091  C1 1.084
50 H -0.013 0.957 1.176  C2 1.087
51 H -1.279 0.758 -2.313  C4 1.092
52 H -1.891 -0.287 -1.096  C4 1.091
53 H 0.597 0.030 -2.921  C8 1.091
54 H 4.399 -0.473 -1.401  C11 1.092
55 H 3.609 0.929 -0.725  C11 1.098
56 H 3.973 1.818 -3.333  C12 1.090
57 H 5.276 0.640 -3.180  C12 1.088
58 H 4.500 2.840 -1.240  C13 1.106
59 H 5.816 3.002 -2.396  C13 1.091
60 H 6.836 2.323 -0.461  N14 1.012
61 H 5.621 1.375 -0.006  N14 1.010
62 H 1.318 -3.098 -0.955  C19 1.089
63 H 0.726 -2.190 -3.502  C20 1.095
64 H -0.676 -1.778 -2.533  C20 1.096
65 H -0.685 -4.225 -1.674  C21 1.092
66 H 0.524 -4.524 -2.962  C21 1.091
67 H -1.643 -2.947 -4.036  C22 1.089
68 H -0.954 -4.433 -4.624  C22 1.090
69 H -3.051 -5.321 -4.144  C23 1.088
70 H -2.304 -5.455 -2.522  C23 1.089
71 H 2.487 -0.530 0.577  C37 1.090
72 H 1.185 -0.779 1.797  C37 1.089
73 H 2.800 -2.957 0.486  C38 1.093
74 H 1.505 -3.188 1.668  C38 1.092
75 H 3.732 -3.000 2.493  N39 1.015
76 H 3.817 -1.465 2.074  N39 1.017
77 H -1.423 -2.130 -0.466  C40 1.092
78 H -0.279 -2.990 0.435  C40 1.090
79 H -1.314 -0.498 1.844  C41 1.086
80 H -2.379 -1.824 1.508  C41 1.093
81 H -0.866 -3.385 2.595  C42 1.092
82 H 0.125 -1.985 3.209  C42 1.088
83 H -2.584 -3.018 3.938  C43 1.093
84 H -1.434 -2.113 4.940  C43 1.093
85 H -2.316 1.387 4.658  C46 1.090
86 H -2.086 0.614 6.263  C46 1.089
87 H -3.658 1.361 5.786  C46 1.096
88 C 6.415 -1.470 3.715  O89 1.426, H90 1.089, H91 1.091, H92 1.093
89 O 6.110 -1.440 2.323  C88 1.426, H93 0.962
90 H 5.486 -1.601 4.265  C88 1.089
91 H 7.087 -2.303 3.932  C88 1.091
92 H 6.885 -0.530 4.017  C88 1.093
93 H 6.940 -1.323 1.851  O89 0.962
94 C -5.054 2.736 -2.342  O95 1.425, H96 1.087, H97 1.093, H98 1.093
95 O -4.739 1.440 -1.840  C94 1.425, H99 0.960
96 H -4.674 3.473 -1.638  C94 1.087
97 H -4.581 2.894 -3.314  C94 1.093
98 H -6.137 2.855 -2.437  C94 1.093
99 H -5.076 0.798 -2.469  O95 0.960
100 C -5.669 4.037 4.853  O101 1.423, H102 1.087, H103 1.093, H104 1.093
101 O -5.517 2.763 5.470  C100 1.423, H105 0.965
102 H -5.148 4.775 5.458  C100 1.087
103 H -5.234 4.020 3.850  C100 1.093
104 H -6.728 4.300 4.794  C100 1.093
105 H -5.984 2.123 4.919  O101 0.965
106 C 6.745 2.059 2.769  O107 1.429, H108 1.085, H109 1.094, H110 1.094
107 O 5.837 2.594 1.804  C106 1.429, H111 0.961
108 H 7.336 1.300 2.267  C106 1.085
109 H 7.404 2.846 3.148  C106 1.094
110 H 6.196 1.606 3.600  C106 1.094
111 H 5.303 3.267 2.233  O107 0.961
112 C 9.881 1.241 0.515  O113 1.424, H114 1.088, H115 1.093, H116 1.093
113 O 8.645 0.623 0.858  C112 1.424, H117 0.963
114 H 10.230 1.804 1.378  C112 1.088
115 H 10.627 0.487 0.254  C112 1.093
116 H 9.743 1.924 -0.327  C112 1.093
117 H 8.344 0.131 0.086  O113 0.963
118 C -8.216 1.923 2.258  O119 1.431, H120 1.087, H121 1.093, H122 1.086
119 O -7.053 1.185 2.646  C118 1.431, H123 0.960
120 H -8.215 2.872 2.789  C118 1.087
121 H -8.195 2.114 1.181  C118 1.093
122 H -9.117 1.372 2.514  C118 1.086
123 H -7.069 0.352 2.169  O119 0.960
124 C -11.682 1.192 3.965  O125 1.426, H126 1.087, H127 1.092, H128 1.093
125 O -11.271 2.040 2.894  C124 1.426, H129 0.961
126 H -10.792 0.862 4.495  C124 1.087
127 H -12.329 1.737 4.657  C124 1.092
128 H -12.213 0.318 3.579  C124 1.093
129 H -12.063 2.326 2.432  O125 0.961
130 C 2.065 4.528 -6.143  O131 1.420, H132 1.088, H133 1.094, H134 1.096
131 O 3.074 3.538 -6.282  C130 1.420, H135 0.967
132 H 2.423 5.451 -6.593  C130 1.088
133 H 1.152 4.207 -6.655  C130 1.094
134 H 1.853 4.704 -5.083  C130 1.096
135 H 2.751 2.720 -5.882  O131 0.967
136 C -2.259 3.315 -5.306  O137 1.424, H138 1.087, H139 1.093, H140 1.094
137 O -2.008 2.026 -4.755  C136 1.424, H141 0.961
138 H -1.797 4.054 -4.657  C136 1.087
139 H -1.824 3.393 -6.305  C136 1.093
140 H -3.334 3.507 -5.360  C136 1.094
141 H -2.418 1.377 -5.334  O137 0.961
142 C 10.017 -2.426 5.321  O143 1.425, H144 1.087, H145 1.093, H146 1.093
143 O 9.731 -2.397 3.926  C142 1.425, H147 0.960
144 H 9.079 -2.559 5.856  C142 1.087
145 H 10.684 -3.259 5.558  C142 1.093
146 H 10.478 -1.487 5.636  C142 1.093
147 H 10.564 -2.279 3.463  O143 0.960